{
  "formula": "C90H200N10O15",
  "method": "ωB97M-V/def2-TZVPD",
  "elements": ["O", "H", "H", "O", "H", "H", "O", "H", "H", "O", "H", "H", "O", "H", "H", "C", "C", "C", "C", "C", "C", "N", "O", "C", "C", "C", "H", "H", "H", "H", "H", "H", "H", "H", "H", "H", "H", "H", "H", "H", "H", "H", "H", "H", "H", "C", "C", "C", "C", "C", "C", "N", "O", "C", "C", "C", "H", "H", "H", "H", "H", "H", "H", "H", "H", "H", "H", "H", "H", "H", "H", "H", "H", "H", "H", "C", "C", "C", "C", "C", "C", "N", "O", "C", "C", "C", "H", "H", "H", "H", "H", "H", "H", "H", "H", "H", "H", "H", "H", "H", "H", "H", "H", "H", "H", "C", "C", "C", "C", "C", "C", "N", "O", "C", "C", "C", "H", "H", "H", "H", "H", "H", "H", "H", "H", "H", "H", "H", "H", "H", "H", "H", "H", "H", "H", "C", "C", "C", "C", "C", "C", "N", "O", "C", "C", "C", "H", "H", "H", "H", "H", "H", "H", "H", "H", "H", "H", "H", "H", "H", "H", "H", "H", "H", "H", "C", "C", "C", "C", "C", "C", "N", "O", "C", "C", "C", "H", "H", "H", "H", "H", "H", "H", "H", "H", "H", "H", "H", "H", "H", "H", "H", "H", "H", "H", "C", "C", "C", "C", "C", "C", "N", "O", "C", "C", "C", "H", "H", "H", "H", "H", "H", "H", "H", "H", "H", "H", "H", "H", "H", "H", "H", "H", "H", "H", "C", "C", "C", "C", "C", "C", "N", "O", "C", "C", "C", "H", "H", "H", "H", "H", "H", "H", "H", "H", "H", "H", "H", "H", "H", "H", "H", "H", "H", "H", "C", "C", "C", "C", "C", "C", "N", "O", "C", "C", "C", "H", "H", "H", "H", "H", "H", "H", "H", "H", "H", "H", "H", "H", "H", "H", "H", "H", "H", "H", "C", "C", "C", "C", "C", "C", "N", "O", "C", "C", "C", "H", "H", "H", "H", "H", "H", "H", "H", "H", "H", "H", "H", "H", "H", "H", "H", "H", "H", "H"],
  "coordinates": [[7.16431, 11.83201, 16.33973], [6.38553, 12.01955, 16.86372], [7.26897, 12.60228, 15.78120], [8.89581, 9.89497, 18.41666], [8.45423, 10.42477, 17.75292], [8.40334, 10.05858, 19.22098], [7.48154, 12.20839, 11.10665], [8.05724, 11.45186, 10.99498], [8.00663, 12.95439, 10.81681], [8.38746, 14.23178, 15.65400], [8.58257, 15.03333, 16.13947], [8.92527, 13.56020, 16.07348], [5.12638, 11.96770, 12.67617], [5.87788, 12.10674, 12.09985], [5.39244, 11.24765, 13.24799], [6.56497, 6.50439, 12.02495], [6.16537, 5.52377, 10.82175], [6.16483, 4.05260, 11.37092], [5.45982, 3.04081, 10.57016], [4.02971, 3.60157, 10.34517], [3.84160, 4.97059, 9.62646], [4.85124, 5.94107, 10.29071], [4.69417, 7.26679, 10.11945], [3.97585, 4.77846, 8.11382], [2.45720, 5.37343, 10.12888], [7.31309, 5.60936, 9.77512], [7.45703, 6.17454, 12.55743], [5.66532, 6.68657, 12.61278], [6.92829, 7.43200, 11.58265], [7.19715, 3.70322, 11.35224], [5.77616, 4.13146, 12.38621], [5.42611, 2.00571, 10.91005], [5.85584, 2.98632, 9.55611], [3.51319, 3.50452, 11.30010], [3.59348, 2.80330, 9.74470], [3.79431, 5.70615, 7.57112], [4.99599, 4.47163, 7.88303], [3.31662, 4.06244, 7.62307], [2.32190, 5.60898, 11.18448], [2.25052, 6.36789, 9.73336], [1.70437, 4.66857, 9.77600], [8.27677, 5.37363, 10.22662], [7.51954, 6.62130, 9.42660], [7.12592, 5.11710, 8.82079], [4.64079, 7.38292, 9.16799], [8.84582, 11.70415, 5.31799], [10.00435, 10.73846, 5.76760], [9.43972, 9.86996, 6.91758], [8.43397, 8.74234, 6.43108], [9.21056, 7.85224, 5.39501], [9.78138, 8.64860, 4.22787], [10.50617, 9.89087, 4.71694], [11.08243, 10.61735, 3.74339], [10.84148, 7.59945, 3.64928], [8.59234, 8.77559, 3.22472], [11.18513, 11.56608, 6.40221], [9.33101, 12.63615, 5.02804], [8.22233, 11.99602, 6.16308], [8.18751, 11.39989, 4.50426], [10.32404, 9.40508, 7.35342], [8.99840, 10.43960, 7.73541], [7.47083, 9.04617, 6.02102], [8.14543, 8.11563, 7.27493], [8.60427, 6.97186, 5.18187], [10.10263, 7.55117, 5.94424], [11.56606, 7.20061, 4.35923], [10.32612, 6.81182, 3.09961], [11.42098, 7.96205, 2.80029], [7.96615, 9.45632, 3.80142], [9.01506, 9.25675, 2.34274], [8.20644, 7.83920, 2.82180], [11.76895, 12.14627, 5.68763], [11.81654, 10.93312, 7.02574], [10.73931, 12.28230, 7.09241], [10.40238, 10.98170, 3.17209], [8.37866, 17.52322, 9.48695], [9.69681, 16.69766, 9.31290], [9.60217, 16.05906, 7.86570], [10.96059, 15.73938, 7.14963], [12.21951, 16.73295, 7.35532], [12.25847, 17.28514, 8.81280], [10.86671, 17.66096, 9.26446], [10.85790, 18.37491, 10.48676], [12.94431, 16.23539, 9.81508], [13.15006, 18.53619, 8.74348], [9.72574, 15.55185, 10.23985], [8.34433, 18.44296, 8.90299], [8.32109, 17.98417, 10.47301], [7.44889, 16.96209, 9.39339], [9.04386, 15.12323, 7.84112], [9.14599, 16.77920, 7.18644], [10.77354, 15.60169, 6.08466], [11.29960, 14.74915, 7.45397], [12.29214, 17.53030, 6.61568], [13.07973, 16.15637, 7.01519], [13.75209, 16.65432, 10.41515], [12.24763, 15.93095, 10.59614], [13.37127, 15.39243, 9.27172], [14.16495, 18.25219, 8.46519], [12.87620, 19.31434, 8.03103], [13.20693, 19.19898, 9.60694], [10.01396, 15.89485, 11.23352], [10.48879, 14.82955, 9.94978], [8.72648, 15.11644, 10.23741], [10.64023, 19.27285, 10.22613], [19.26016, 8.81889, 12.13006], [19.82329, 9.87717, 13.18859], [19.31945, 11.29674, 12.74911], [17.93149, 11.68396, 13.22258], [17.78815, 11.46096, 14.72196], [18.21952, 10.02738, 15.27769], [19.45642, 9.69514, 14.61502], [20.12851, 8.66272, 15.23864], [18.39518, 10.30502, 16.85343], [17.08072, 9.01915, 15.06016], [21.33520, 9.94402, 12.99521], [19.70457, 9.05928, 11.16424], [18.19676, 9.00188, 11.97582], [19.61573, 7.83633, 12.44029], [20.01756, 12.12554, 12.86668], [19.03822, 11.40420, 11.70151], [17.15223, 11.09289, 12.74146], [17.67474, 12.72030, 13.00307], [16.71490, 11.64280, 14.77817], [18.34799, 12.31734, 15.09784], [19.12233, 11.08510, 17.07890], [17.48087, 10.55039, 17.39374], [18.77287, 9.39755, 17.32453], [16.19631, 9.20989, 15.66804], [17.03110, 8.99180, 13.97163], [17.38772, 8.03679, 15.41907], [21.74980, 8.97239, 12.72664], [21.70322, 10.41625, 13.90606], [21.56639, 10.57725, 12.13866], [20.61964, 9.27384, 15.79265], [18.48242, 13.78111, 9.80755], [17.66162, 13.02757, 8.75464], [16.36304, 13.87967, 8.47211], [16.66412, 15.09050, 7.58511], [17.46142, 14.73907, 6.25077], [18.78781, 14.00854, 6.61626], [18.49092, 12.90362, 7.49260], [19.68251, 12.08264, 7.75881], [19.32695, 13.55716, 5.23728], [19.78925, 15.10142, 7.18013], [17.20295, 11.63089, 9.20855], [19.40638, 13.27665, 10.09025], [17.98135, 13.90624, 10.76743], [18.76422, 14.82921, 9.70664], [15.70716, 13.34797, 7.78275], [15.78895, 14.27353, 9.31080], [17.28776, 15.78696, 8.14557], [15.66600, 15.42579, 7.30328], [17.61767, 15.49955, 5.48568], [16.91217, 13.96952, 5.70835], [19.96364, 14.31611, 4.78262], [19.96956, 12.67899, 5.30019], [18.54171, 13.16152, 4.59310], [20.18961, 15.78268, 6.42934], [19.42884, 15.76422, 7.96683], [20.65621, 14.65573, 7.66781], [17.90210, 10.95702, 9.70372], [16.94040, 11.01495, 8.34844], [16.37054, 11.77888, 9.89652], [19.69133, 11.33001, 7.16294], [16.14828, 17.10646, 15.50183], [15.68952, 15.62197, 15.77256], [16.34406, 15.27941, 17.25680], [15.85304, 13.92533, 17.83549], [14.32698, 14.09133, 17.90941], [13.49092, 14.49889, 16.68830], [14.20321, 15.52838, 15.88820], [13.63574, 15.86571, 14.68810], [13.03458, 13.18576, 15.95103], [12.29884, 15.35644, 17.11484], [16.16821, 14.72889, 14.58654], [17.21551, 17.32000, 15.44243], [15.74529, 17.71090, 16.31444], [15.61012, 17.50622, 14.64237], [17.40983, 15.06963, 17.16603], [16.16985, 16.20817, 17.80007], [16.39500, 13.67093, 18.74634], [15.87610, 13.17213, 17.04792], [14.08555, 14.76786, 18.72924], [13.99334, 13.20910, 18.45571], [12.34052, 13.39325, 15.13658], [13.96279, 12.72679, 15.61065], [12.59079, 12.62141, 16.77119], [11.66222, 14.76616, 17.77392], [12.60088, 16.29069, 17.58819], [11.65966, 15.63842, 16.27817], [16.43385, 15.32571, 13.71398], [15.46434, 13.95015, 14.29292], [17.09856, 14.30631, 14.96598], [13.28898, 16.72481, 14.93970], [12.71868, 4.12879, 7.24810], [11.41669, 3.44276, 6.81468], [11.93139, 2.12838, 6.28711], [12.39302, 1.09278, 7.36672], [11.28624, 1.01182, 8.48361], [10.71354, 2.32699, 9.04228], [10.38742, 3.27306, 7.87697], [9.90788, 4.55277, 8.29316], [9.30870, 1.92563, 9.57376], [11.71193, 2.88737, 10.04265], [10.77640, 4.20896, 5.59148], [13.34146, 4.51537, 6.44138], [13.39608, 3.50783, 7.83430], [12.52993, 5.02982, 7.83174], [11.09082, 1.66399, 5.77146], [12.61962, 2.25019, 5.45069], [13.39645, 1.37160, 7.68842], [12.53929, 0.08242, 6.98477], [11.80497, 0.51365, 9.30266], [10.52685, 0.37954, 8.02357], [9.39320, 1.60829, 10.61312], [8.45401, 2.60204, 9.56590], [8.86037, 1.07554, 9.05950], [12.49939, 2.17998, 10.30267], [12.28873, 3.75969, 9.73531], [11.27311, 3.24553, 10.97392], [11.46298, 4.64346, 4.86490], [10.04663, 4.96384, 5.88420], [10.09917, 3.61781, 4.97504], [9.01185, 4.60009, 7.95186], [12.29656, 12.06740, 9.66493], [12.54330, 11.34549, 11.04622], [11.11763, 11.35402, 11.63681], [11.04899, 10.24824, 12.70907], [11.43527, 8.88528, 12.20873], [12.95593, 8.84775, 11.82135], [12.97708, 9.91847, 10.71323], [14.15653, 9.90690, 10.09707], [13.96191, 8.89096, 13.07823], [13.07812, 7.45978, 11.26376], [13.46843, 12.09226, 11.94794], [11.78844, 13.02109, 9.80770], [11.68274, 11.40315, 9.05658], [13.14096, 12.28937, 9.01238], [10.89455, 12.25330, 12.21095], [10.34096, 11.16511, 10.89574], [10.07741, 10.14716, 13.19272], [11.62911, 10.46383, 13.60632], [10.77317, 8.70381, 11.36210], [11.35478, 8.21378, 13.06355], [14.96792, 8.85893, 12.65988], [13.85088, 9.80260, 13.66534], [13.77466, 8.10708, 13.81210], [12.55309, 7.44792, 10.30861], [14.08145, 7.12442, 11.00112], [12.66745, 6.71057, 11.94061], [13.67291, 11.78993, 12.97501], [13.22228, 13.14671, 12.07306], [14.45315, 11.91655, 11.51487], [14.09290, 9.21274, 9.43700], [17.04191, 5.63783, 13.20174], [16.06543, 4.55614, 13.76305], [15.67098, 3.69872, 12.42527], [14.76474, 2.54299, 12.90455], [15.43329, 1.70119, 13.95392], [16.06572, 2.45375, 15.09052], [16.62928, 3.75677, 14.81863], [17.21445, 4.46038, 15.87662], [14.96995, 2.44371, 16.25898], [17.14098, 1.52598, 15.64621], [14.79855, 5.32824, 14.23282], [17.47595, 6.16986, 14.04830], [16.59843, 6.22830, 12.40001], [17.90179, 5.18941, 12.70411], [15.31541, 4.26891, 11.56704], [16.63325, 3.29651, 12.10848], [14.54391, 1.92953, 12.03105], [13.87415, 2.96808, 13.36741], [16.17041, 1.14694, 13.37291], [14.86123, 0.83805, 14.29427], [14.92517, 1.46630, 16.73936], [15.19139, 3.23301, 16.97736], [14.02893, 2.77763, 15.82186], [18.00288, 1.41589, 14.98810], [17.59383, 1.89493, 16.56648], [16.85771, 0.50444, 15.89978], [15.05476, 5.92143, 15.11065], [13.94414, 4.68961, 14.45693], [14.38595, 5.91476, 13.41193], [18.08940, 4.52328, 15.48662], [17.46264, 6.71148, 7.19923], [16.35593, 7.36959, 6.46556], [15.66853, 8.33179, 7.43519], [14.66537, 9.25047, 6.62548], [15.34935, 9.94310, 5.54950], [16.21736, 9.11805, 4.49238], [16.95463, 8.05283, 5.28164], [17.52858, 7.04113, 4.47495], [15.20046, 8.50534, 3.33374], [17.23153, 10.00845, 3.91055], [15.34066, 6.29501, 6.00597], [18.13441, 6.08645, 6.61088], [17.04262, 6.06245, 7.96764], [18.16284, 7.42340, 7.63624], [14.99789, 7.94411, 8.20204], [16.41281, 8.95923, 7.92555], [14.22181, 10.06169, 7.20278], [13.82636, 8.71903, 6.17632], [15.63436, 10.98474, 5.69737], [14.46837, 10.01866, 4.91212], [14.30253, 8.03407, 3.73339], [14.93019, 9.29970, 2.63801], [15.80111, 7.73215, 2.85468], [16.77554, 10.89004, 3.46003], [17.90067, 10.47274, 4.63497], [17.71790, 9.45172, 3.10955], [15.78794, 5.67462, 5.22935], [14.37806, 6.63612, 5.62499], [15.17186, 5.75376, 6.93691], [18.45077, 7.28555, 4.58183]],
  "forces_ev_per_angstrom": [[0.1, -0.7, 0.2], [-0.2, 0.0, 0.1], [-0.1, 0.4, -0.3], [0.3, -0.2, 0.1], [-0.2, 0.3, -0.4], [-0.1, 0.0, 0.2], [-0.1, 0.0, -0.1], [0.1, -0.3, 0.0], [0.1, 0.3, 0.0], [-0.1, 0.1, -0.3], [0.0, 0.3, 0.1], [0.3, -0.2, 0.2], [-0.5, 0.1, 0.3], [0.4, 0.1, -0.3], [0.0, -0.2, 0.2], [-0.2, -0.4, -1.8], [0.9, 0.3, -0.3], [1.1, 0.9, 0.5], [-2.1, 1.2, -1.9], [0.6, -2.0, -0.2], [0.9, -0.5, 3.2], [-0.3, -4.5, 0.7], [-0.6, 1.6, -0.7], [0.4, 0.8, -0.2], [-0.4, 1.6, -1.2], [0.1, 1.1, 0.0], [-0.4, -0.6, 0.4], [0.4, 0.0, 0.3], [-0.5, 0.3, 0.0], [0.4, 0.5, 0.8], [0.0, -0.4, 0.1], [0.1, 0.2, 0.5], [0.6, -0.1, -0.1], [-0.1, 0.7, 0.1], [-0.7, 0.3, -0.4], [0.1, 0.3, 0.0], [0.1, 0.0, 0.0], [-0.2, -0.2, 0.6], [0.7, -0.8, 0.2], [-0.4, 0.0, -0.6], [-0.1, 0.1, 0.0], [-0.1, -0.7, -0.1], [-0.5, 0.6, 0.2], [-0.1, -0.8, 0.3], [0.3, 0.6, -0.4], [1.0, 0.8, 0.2], [-1.4, 0.6, 1.2], [-0.6, -1.3, -0.7], [1.4, -0.1, -0.3], [0.2, 1.6, 2.6], [0.8, -2.6, -0.6], [-1.1, -2.9, 1.2], [1.2, 0.6, -1.7], [-0.3, 1.2, -1.2], [2.1, 1.7, 0.2], [-1.1, -0.1, -0.3], [-0.1, 0.2, -0.4], [0.0, -0.2, 0.1], [0.2, -0.3, 0.0], [-0.1, -0.6, 0.1], [0.0, 0.5, -0.3], [0.1, 0.7, -0.1], [0.2, 0.0, 0.2], [0.3, 0.1, -0.7], [-0.1, -0.5, 0.3], [-0.3, 0.1, 0.3], [-0.4, -0.5, 0.7], [0.3, 0.8, 0.2], [-1.0, -0.4, -0.9], [-0.4, 0.5, -0.2], [-0.3, 0.0, 0.8], [0.0, -0.3, -0.1], [0.2, -0.2, -0.4], [-0.1, 0.1, 0.1], [-0.5, 0.3, -0.3], [0.7, 0.8, 1.0], [-0.3, 0.8, -3.4], [1.6, 1.1, -0.8], [1.0, 0.4, 0.7], [-2.1, -1.1, -0.1], [0.6, -0.5, 0.9], [-0.9, -0.3, -1.0], [0.7, -0.3, 0.3], [-0.4, 0.8, -0.2], [0.1, 1.0, 0.1], [0.8, -0.3, 1.4], [0.1, -0.4, -0.8], [0.2, -0.5, 0.5], [0.3, -0.3, -0.4], [-0.3, 0.2, 0.3], [-0.5, 0.1, 0.2], [-0.1, 0.2, -0.1], [0.2, -0.1, 0.3], [-0.9, 0.4, 0.2], [0.4, -0.3, 0.9], [0.2, 0.4, -0.3], [-0.1, -0.3, -0.4], [-0.3, -0.2, 0.1], [0.0, -0.2, 0.2], [-0.6, -0.5, -0.7], [0.1, -0.8, 0.8], [-0.3, -0.1, 0.3], [-0.2, -0.2, -0.1], [0.1, -0.2, 0.2], [0.0, 0.1, 0.0], [0.6, 1.4, 1.0], [-1.3, 0.9, -1.6], [-1.5, 0.4, -1.0], [0.1, -1.0, 1.2], [-0.4, -0.2, -1.1], [-1.4, 2.8, 1.1], [-0.3, 1.4, -1.4], [0.6, -0.4, 0.5], [0.8, -1.1, -0.9], [1.3, -0.2, 0.2], [-0.3, -0.2, 0.2], [0.3, 0.0, 0.0], [-0.2, -0.7, 0.3], [-0.7, -0.2, -0.1], [0.3, -0.2, 0.7], [1.2, -1.0, -0.8], [0.1, -0.3, -0.5], [0.2, 0.1, -0.1], [-0.2, -0.1, 1.3], [0.1, -0.4, 1.0], [0.0, 0.2, -0.3], [-0.3, 0.1, -0.5], [0.0, -0.2, 0.1], [-0.3, 0.5, -0.7], [-1.1, -0.3, 0.1], [0.3, -0.2, -0.2], [0.3, -0.1, 0.7], [0.7, -0.3, -0.2], [-0.1, 0.2, 0.1], [0.9, -1.1, 0.7], [0.4, 0.0, 1.8], [0.5, 1.1, -0.1], [1.3, -0.2, -2.3], [1.0, 0.0, -1.4], [-0.7, -1.6, 1.9], [0.7, 2.5, -0.7], [-0.6, -1.9, -0.3], [-0.6, 1.6, 0.7], [0.6, -1.3, 0.6], [0.4, -0.3, 0.5], [0.3, -0.1, 0.0], [0.1, -0.3, -0.4], [-0.7, -0.7, 0.2], [-0.1, -0.1, -1.2], [-0.3, -0.9, 0.6], [0.4, -0.6, 0.5], [-0.5, 0.6, -0.1], [0.2, 0.9, 0.1], [0.2, 0.5, 0.6], [-0.5, -0.1, 0.1], [-0.5, 0.1, -0.2], [0.4, 0.0, 0.4], [-0.3, 0.6, -0.2], [-0.2, -0.2, -0.4], [-0.6, -0.2, -0.1], [0.1, -0.4, -0.2], [0.6, 0.6, 0.3], [-0.6, 0.4, -0.2], [-0.2, -0.3, -0.2], [-0.7, 0.1, -0.3], [-1.8, -0.3, 0.5], [0.6, -0.4, 0.8], [-0.1, -1.3, -2.5], [-2.0, 2.2, -1.9], [0.0, 0.1, 2.9], [0.0, 0.6, -1.1], [3.3, 0.1, 2.1], [-0.9, 0.1, -0.8], [0.8, 1.5, 0.8], [-1.0, -0.9, 0.5], [0.9, 0.4, 1.1], [0.0, -0.6, -0.2], [0.2, 0.1, 0.3], [0.4, -0.2, -0.4], [0.3, 0.9, -0.5], [-0.1, -0.5, 0.7], [-0.5, -0.3, 0.0], [1.3, -0.3, 0.1], [0.2, 0.9, -0.1], [-0.8, -0.7, -0.9], [0.1, -0.2, 0.0], [-0.3, -0.5, -0.2], [-0.2, -0.4, -0.5], [-0.2, 0.1, 0.4], [0.2, -0.3, 0.2], [0.2, -0.2, -0.3], [-0.2, 0.0, 0.0], [0.1, 0.0, 0.1], [0.1, -0.5, -0.4], [-0.4, 0.3, -0.7], [0.2, 1.6, 0.6], [0.8, 1.1, -0.8], [-1.3, -2.6, -0.3], [-0.5, 1.5, -0.1], [1.8, 0.0, -1.3], [-1.4, 0.7, -1.8], [0.5, -1.3, -0.9], [1.0, -0.5, 0.5], [-0.2, -0.4, 1.1], [0.5, 0.9, 1.0], [-0.9, -0.1, 0.4], [-0.3, -0.4, -0.5], [-0.3, -0.2, 0.1], [-0.2, 0.1, 0.3], [-0.4, -0.3, 0.0], [0.5, 0.4, 0.4], [-0.1, 0.2, 0.6], [-0.3, 0.1, -0.4], [-0.7, -0.4, 0.2], [-0.2, 0.1, 0.4], [0.1, -0.1, 0.2], [0.6, 1.0, -0.1], [0.5, -0.2, -0.3], [-0.2, -0.3, 0.1], [-0.4, 0.0, -0.6], [-0.3, -0.3, 0.1], [0.4, 0.0, 0.4], [0.6, 0.5, 0.4], [0.2, -1.0, 0.1], [-0.1, -0.2, 0.0], [0.7, -0.4, 0.1], [-1.5, -0.2, -1.4], [0.3, -1.8, 1.9], [-0.6, 0.1, 0.8], [1.4, 1.0, 1.0], [-1.6, 0.7, 0.9], [-3.1, -0.7, 3.0], [3.3, 0.5, -1.3], [-1.1, 1.3, -1.2], [0.7, -0.3, -1.6], [1.8, 0.3, 0.3], [-0.2, -0.1, 0.2], [-0.2, 0.1, 0.3], [0.6, -0.1, 0.4], [0.2, 0.5, -0.6], [0.1, 0.1, -0.2], [-0.6, 0.3, -0.5], [0.6, 0.5, -0.2], [0.3, -0.8, -0.1], [-0.5, -0.5, -0.3], [0.1, -0.2, 0.3], [0.1, 0.2, -0.2], [0.0, -0.4, -0.5], [-0.4, -0.3, 0.0], [0.4, 0.2, 0.2], [-0.1, 0.2, 0.0], [-0.9, -0.7, 0.1], [0.1, 0.2, -0.6], [0.4, 0.8, -0.2], [0.0, 0.1, -0.3], [0.6, -1.2, 0.7], [-1.6, 1.8, -2.5], [1.0, -0.9, 3.0], [-0.4, 0.8, -0.6], [1.2, -0.4, -2.0], [-0.6, -1.5, 3.5], [-0.1, -1.5, -2.8], [-0.3, -0.2, -0.3], [0.4, 1.5, -1.0], [1.7, -0.1, 0.5], [-0.1, -0.4, -0.4], [-0.3, 0.8, -0.3], [-0.3, 0.4, 0.6], [0.1, -0.5, 0.0], [-0.4, 0.4, 0.5], [0.1, -0.3, -0.1], [-0.6, -0.1, 0.1], [-0.4, 0.0, -0.6], [0.9, 0.2, 0.1], [-0.6, 0.5, 0.5], [-0.2, 0.2, -0.1], [0.3, -0.2, 0.3], [-0.4, -0.5, 0.1], [-0.1, 0.1, -0.5], [-0.2, 0.4, 0.2], [-0.7, 0.1, -0.3], [-0.2, 0.2, -0.1], [0.3, -0.3, 0.5], [0.4, 0.5, 0.1], [0.5, 0.3, 0.7], [1.4, -0.9, 0.7], [-1.5, -0.1, -1.3], [-1.7, 2.0, -1.2], [1.0, -0.9, 2.0], [-0.6, 0.2, -4.2], [-2.2, -1.7, 2.0], [-0.6, 1.5, 0.8], [0.1, 0.5, -0.4], [2.1, 0.4, 1.5], [0.4, 0.9, -1.3], [0.4, 0.0, 0.6], [-0.4, -0.2, -0.4], [0.1, 0.1, 0.3], [-0.3, 0.3, 0.3], [0.7, -1.2, 0.1], [0.0, 0.1, 0.0], [-0.1, -0.3, 0.7], [0.1, -0.6, 0.5], [0.8, -0.3, 0.4], [0.0, 1.3, -0.5], [0.1, 0.2, 0.2], [0.1, -0.1, 0.0], [-0.2, 0.0, -0.4], [-0.4, -0.1, -0.3], [0.3, -0.7, 0.2], [0.6, 0.3, 0.0], [0.0, -0.2, 0.3], [0.1, 0.4, 0.1], [-0.4, -0.6, -0.3], [0.3, -0.4, -0.4]],
  "lowdin_charge": [-0.0466, 0.0455, -0.0004, -0.0556, -0.0096, 0.0264, -0.0259, 0.0363, 0.0310, -0.0430, 0.0456, 0.0322, -0.0642, -0.0288, 0.0218, -0.0184, -0.4332, -0.1587, -0.1973, -0.1513, -0.4442, -0.1471, 0.0049, -0.0245, -0.0533, -0.0519, 0.0794, 0.0851, 0.0624, 0.1029, 0.1225, 0.1191, 0.0988, 0.1147, 0.1111, 0.0758, 0.0699, 0.0861, 0.0916, 0.0728, 0.0893, 0.0797, 0.0648, 0.0641, 0.0986, -0.0156, -0.4839, -0.1215, -0.1305, -0.1701, -0.4422, -0.1250, 0.0019, -0.0344, -0.0227, -0.0214, 0.0691, 0.0793, 0.0672, 0.1064, 0.1092, 0.0992, 0.0866, 0.1203, 0.1014, 0.0635, 0.0757, 0.0682, 0.0614, 0.0737, 0.0886, 0.0844, 0.0548, 0.0649, 0.0969, -0.0401, -0.4861, -0.1197, -0.1399, -0.1063, -0.4325, -0.0857, -0.0310, -0.0020, -0.0621, -0.0574, 0.0809, 0.0706, 0.0853, 0.1084, 0.1063, 0.0970, 0.0735, 0.1003, 0.0950, 0.0723, 0.0551, 0.0606, 0.0844, 0.0767, 0.0740, 0.0934, 0.0611, 0.0822, 0.1015, -0.0115, -0.4441, -0.1407, -0.2134, -0.1383, -0.4514, -0.1396, 0.0022, -0.0256, -0.0234, -0.0430, 0.0736, 0.0614, 0.0766, 0.1201, 0.0847, 0.1008, 0.0961, 0.1001, 0.1077, 0.0733, 0.0731, 0.0669, 0.0886, 0.0623, 0.0709, 0.0815, 0.0892, 0.0830, 0.0995, -0.0379, -0.4326, -0.1301, -0.1630, -0.1086, -0.5010, -0.0588, -0.0228, -0.0363, -0.0344, -0.0175, 0.0804, 0.0720, 0.0675, 0.1083, 0.1153, 0.0924, 0.0916, 0.1200, 0.0969, 0.0817, 0.0688, 0.0709, 0.0723, 0.0508, 0.0781, 0.0691, 0.0659, 0.0717, 0.0848, -0.0461, -0.4127, -0.1026, -0.1564, -0.1649, -0.4749, -0.1716, -0.0074, -0.0044, -0.0512, -0.0266, 0.0852, 0.0691, 0.0691, 0.1010, 0.1032, 0.1156, 0.0960, 0.1098, 0.1143, 0.0748, 0.0637, 0.0800, 0.0817, 0.0895, 0.0723, 0.0760, 0.0677, 0.0613, 0.1056, -0.0532, -0.4791, -0.1618, -0.1458, -0.1312, -0.4356, -0.0714, -0.0353, -0.0271, -0.0235, -0.0165, 0.0593, 0.0730, 0.0801, 0.1091, 0.1242, 0.0919, 0.1031, 0.1118, 0.1091, 0.0836, 0.0537, 0.0735, 0.0709, 0.0628, 0.0831, 0.0761, 0.0494, 0.0768, 0.0681, -0.0225, -0.4457, -0.1284, -0.1994, -0.1487, -0.4257, -0.1045, -0.0243, -0.0032, -0.0765, -0.0295, 0.0612, 0.0526, 0.0740, 0.1212, 0.0977, 0.1083, 0.1026, 0.1236, 0.1210, 0.0678, 0.0495, 0.0711, 0.0864, 0.0732, 0.0854, 0.0603, 0.0919, 0.0736, 0.0702, -0.0391, -0.4533, -0.0883, -0.1910, -0.1720, -0.4926, -0.1255, 0.0207, -0.0154, -0.0659, -0.0249, 0.0575, 0.0793, 0.0780, 0.1090, 0.1081, 0.1036, 0.0960, 0.1160, 0.1297, 0.0780, 0.0745, 0.0643, 0.0824, 0.0792, 0.0837, 0.0865, 0.0632, 0.0502, 0.1075, -0.0500, -0.5178, -0.0936, -0.1917, -0.1482, -0.4243, -0.0922, -0.0385, 0.0070, -0.0671, -0.0232, 0.0839, 0.0903, 0.0883, 0.1042, 0.1019, 0.1018, 0.1060, 0.1144, 0.0991, 0.0534, 0.0755, 0.0633, 0.0872, 0.0789, 0.0880, 0.0889, 0.0664, 0.0705, 0.1038],
  "e_tot_ev": -142164.846,
  "e_above_lowest_kcal_mol": 214.7,
  "e_homo_ev": -7.66
}